Computed, not measured: a cluster of 8 separate species, C47H105IN12O8 in total, with the ωB97M-V functional and the def2-TZVPD basis.

```
173
Properties=species:S:1:pos:R:3
H 3.5464 -5.5149 -2.3010
N 4.2622 -5.0923 -2.9326
C 4.1958 -5.7485 -4.1678
N 5.1693 -5.2589 -5.2246
N 3.1762 -6.8805 -4.3798
C 1.9186 -6.3339 -5.0355
C 0.5623 -6.4823 -4.0739
C -0.1698 -4.9827 -4.0328
C -1.2812 -4.8735 -2.7889
C -1.0798 -3.3995 -2.0789
C -1.1842 -2.1850 -3.2055
N -2.2257 -2.4261 -4.2755
O -1.2820 -0.8316 -2.5968
C -0.0781 -0.5018 -1.8182
N -1.9218 -3.1707 -0.8451
C -3.4062 -3.1634 -1.1277
C -4.0633 -1.6262 -1.1826
C -5.3929 -1.4567 -0.2376
I -7.2155 -1.8887 -1.4189
C -1.6639 -4.2752 0.1818
C -1.6189 -3.7459 1.7341
C -0.0706 -3.5294 2.2295
C 0.3168 -4.4102 3.5741
C 0.3866 -3.5052 4.9471
C 1.8196 -2.7079 4.9481
C 1.7301 -1.1164 5.3317
C 0.6041 -0.2626 4.4974
C 1.2693 0.6227 3.2439
C 0.7620 2.1959 3.3413
C -0.2361 2.6149 2.0965
C -0.3596 4.2699 2.1519
C 0.2041 4.8412 0.6930
C -0.7653 4.3674 -0.5457
C 0.0995 4.5386 -1.9634
H 6.0959 -5.7265 -5.0025
H 5.3812 -4.2285 -5.0648
H 2.9684 -7.3406 -3.4618
H 2.0893 -5.1766 -5.1700
H 1.7289 -6.7923 -6.1136
H 0.8278 -6.8943 -3.0095
H -0.1099 -7.2844 -4.6068
H 0.7076 -4.2273 -3.7507
H -0.6314 -4.6900 -5.0686
H -1.0115 -5.7851 -2.0720
H -2.3610 -5.0305 -3.2201
H 0.0559 -3.3765 -1.7109
H -0.1294 -2.1962 -3.7649
H -2.5960 -1.5449 -4.6941
H -3.0242 -3.0119 -3.9474
H -0.0866 0.6842 -1.6836
H -0.2079 -0.9841 -0.7520
H 0.9368 -0.7563 -2.3448
H -3.7452 -3.8010 -2.0480
H -3.9253 -3.6667 -0.1774
H -3.2437 -0.8815 -0.7374
H -4.2378 -1.2553 -2.2948
H -5.4638 -0.2999 0.0343
H -5.3490 -2.0312 0.7826
H -0.5822 -4.7149 -0.0666
H -2.3983 -5.2065 0.0460
H -2.0689 -4.6250 2.4040
H -2.2682 -2.7634 1.9049
H 0.0719 -2.3615 2.4012
H 0.7448 -3.8182 1.4124
H 1.3996 -4.8714 3.4010
H -0.4306 -5.3019 3.7865
H 0.3963 -4.2680 5.8494
H -0.5576 -2.8192 5.1066
H 2.4841 -3.2225 5.7946
H 2.4178 -2.8997 3.9337
H 1.5646 -0.9132 6.4798
H 2.7819 -0.6246 5.0653
H 0.0751 0.4546 5.2875
H -0.2502 -0.9347 4.0209
H 0.8163 0.1582 2.2449
H 2.4471 0.5125 3.1999
H 1.7342 2.8565 3.2434
H 0.2720 2.4698 4.3744
H -1.3190 2.1943 2.2610
H 0.2656 2.2492 1.0872
H -1.4641 4.6400 2.3491
H 0.3263 4.7401 2.9837
H 1.3222 4.5364 0.5255
H 0.1655 6.0262 0.7178
H -1.0544 3.2210 -0.5025
H -1.7150 5.0509 -0.5364
H 1.1895 4.0865 -1.8093
H 0.1935 5.7004 -2.1976
H -0.4408 3.9493 -2.8202
C 4.8059 0.4102 -3.0080
N 3.7652 1.3999 -3.1928
C 2.8084 1.2160 -4.2643
C 3.6562 2.5102 -2.3821
O 2.8029 3.3823 -2.4836
H 5.4060 0.3527 -3.9209
H 4.3409 -0.5606 -2.8131
H 5.4550 0.6721 -2.1680
H 2.8619 2.0744 -4.9406
H 1.8020 1.1655 -3.8382
H 3.0204 0.2972 -4.8180
H 4.4327 2.5520 -1.6010
C 8.8004 2.8976 -5.2709
N 8.6864 1.7723 -4.3669
C 9.0985 1.9386 -2.9885
C 8.1985 0.5490 -4.7760
O 8.0762 -0.4404 -4.0651
H 9.8486 3.2069 -5.3208
H 8.1926 3.7226 -4.8878
H 8.4560 2.6342 -6.2746
H 9.8935 1.2207 -2.7655
H 8.2456 1.7339 -2.3346
H 9.4609 2.9554 -2.8136
H 7.9147 0.5319 -5.8408
C -4.8096 2.6093 3.9761
N -3.7599 2.2400 4.9026
C -2.8753 3.2715 5.4036
C -3.5759 0.9394 5.3225
O -2.7108 0.5605 6.1016
H -4.3557 3.0545 3.0859
H -5.4658 3.3403 4.4576
H -5.3997 1.7377 3.6803
H -1.8459 3.0217 5.1295
H -2.9506 3.3062 6.4945
H -3.1417 4.2459 4.9848
H -4.3017 0.2369 4.8815
C -6.0143 -7.6961 -1.1044
N -5.8037 -6.9571 0.1229
C -6.8841 -6.1458 0.6441
C -4.6089 -7.0012 0.8101
O -4.3655 -6.4027 1.8501
H -6.2550 -6.9910 -1.9054
H -6.8493 -8.3884 -0.9621
H -5.1215 -8.2631 -1.3819
H -6.5493 -5.1062 0.7094
H -7.1406 -6.4968 1.6481
H -7.7626 -6.2097 -0.0039
H -3.8571 -7.6468 0.3275
C 4.1060 7.9826 0.0491
N 3.9919 6.8572 0.9531
C 4.4041 7.0236 2.3315
C 3.5040 5.6339 0.5440
O 3.3818 4.6446 1.2549
H 5.1542 8.2919 -0.0008
H 3.4982 8.8075 0.4322
H 3.7615 7.7192 -0.9546
H 5.1991 6.3057 2.5545
H 3.5511 6.8189 2.9854
H 4.7665 8.0404 2.5063
H 3.2203 5.6169 -0.5208
C 4.2684 6.1809 7.6042
N 5.2207 6.6678 6.6281
C 5.7479 8.0086 6.7747
C 5.6410 5.8965 5.5649
O 6.4412 6.2461 4.7067
H 3.3917 6.8353 7.6005
H 4.7350 6.1986 8.5935
H 3.9544 5.1592 7.3739
H 5.4999 8.5885 5.8806
H 6.8366 7.9548 6.8688
H 5.3256 8.4954 7.6581
H 5.1790 4.8960 5.5485
C -9.8906 -0.3464 -3.5374
N -10.9313 0.6432 -3.7222
C -11.8881 0.4593 -4.7937
C -11.0403 1.7536 -2.9115
O -11.8937 2.6257 -3.0130
H -9.2906 -0.4039 -4.4503
H -10.3557 -1.3172 -3.3426
H -9.2415 -0.0846 -2.6974
H -11.8346 1.3177 -5.4700
H -12.8945 0.4089 -4.3676
H -11.6762 -0.4595 -5.3475
H -10.2639 1.7954 -2.1305
```

SMILES: [H]/N=C(/N)NCCCC[C@@H]([C@@H](N)OC)N(CCCI)CCCCCCCCCCCCCCC.CN(C)C=O.CN(C)C=O.CN(C)C=O.CN(C)C=O.CN(C)C=O.CN(C)C=O.CN(C)C=O
HOMO, hartree: -0.32009
LUMO level, eV: 0.14
HOMO-LUMO gap, eV: 8.846
E_tot, Eh: -3409.9813

Results of the Mulliken charge analysis, in e, for atoms 1 through 5: atom 1 (H): 0.249, atom 2 (N): -0.579, atom 3 (C): 0.260, atom 4 (N): -0.580, atom 5 (N): -0.406